No. 1
C36H37F3O3P2RuS | wB97M-V/def2-TZVPD

The value obtained for the HOMO energy (spin up / spin down) is -0.49094 / -0.49281 Ha. Its expectation value of S² is 6.035. The LUMO energy (spin up / spin down) is -6.8732 / -8.3028 eV. The calculation puts the electronic energy at -3094.315293 a.u. The total charge is +2. The spin multiplicity is 5.

The geometry in XYZ format:
```
83
Properties=species:S:1:pos:R:3:mulliken_charge:R:1
H 1.240 -0.292 5.561 0.357
C 1.715 -4.786 3.575 -1.430
C -2.307 1.405 -3.203 -0.715
H 1.366 -5.399 4.414 0.504
C -3.692 -0.490 -1.297 -0.064
H 0.703 -2.481 0.384 0.565
H -3.804 2.032 1.017 0.421
H 1.888 6.915 -4.594 0.390
C -5.470 4.269 -4.193 -0.579
F 5.305 -4.028 6.213 -0.232
H 3.981 -1.836 1.953 0.567
C 0.776 3.265 -5.356 0.135
C -4.334 -1.491 -0.566 -0.785
H -4.495 -2.466 -1.027 0.454
C 0.907 -3.512 3.656 0.561
S 3.022 -2.725 6.535 0.913
C -4.785 -1.224 0.728 -0.506
H 4.876 -3.318 3.703 0.517
O 2.532 -1.700 7.427 -0.554
C 3.303 -0.040 -1.078 -0.710
H -5.323 -1.994 1.280 0.466
C -3.965 1.043 0.584 -0.441
H 2.886 2.410 -3.422 0.367
C 3.896 -3.524 3.282 0.316
H -3.044 0.896 -3.829 0.854
C -0.980 1.492 -3.514 -0.630
C -5.771 2.313 -2.226 -0.319
H 0.842 5.524 -2.802 0.393
C -4.498 2.843 -2.480 0.412
H -5.343 5.029 -4.959 0.391
C 0.670 -0.739 4.726 -1.088
H -3.324 -0.703 -2.298 0.422
O 2.359 -4.013 6.543 -0.610
H 3.677 -5.669 3.356 0.494
H 2.916 -4.327 0.899 0.489
C 3.404 -2.734 2.232 -1.109
C 4.770 -3.089 7.048 0.664
C 3.262 -4.725 3.768 -0.401
C -4.369 3.871 -3.432 -0.347
F 4.835 -3.561 8.298 -0.183
H -7.836 2.241 -2.835 0.390
H -0.108 -1.412 5.114 0.323
F 5.486 -1.963 6.964 -0.204
Ru 1.932 -1.684 3.524 0.695
H 3.439 -4.759 4.847 0.369
C 3.611 0.841 -2.119 -0.802
H -3.394 4.338 -3.583 0.397
C 1.068 -3.190 1.138 -1.329
C 1.048 0.822 -1.004 -0.690
H -5.897 1.571 -1.436 0.323
P -0.017 2.756 -2.642 0.360
H 0.216 0.041 4.076 0.352
H 1.787 -0.699 0.320 0.377
C 1.366 1.708 -2.051 0.718
H 0.654 -4.175 0.892 0.486
P -2.905 2.208 -1.689 0.160
C 1.808 5.341 -6.081 -0.488
H -4.962 0.248 2.314 0.483
H 0.038 0.795 -0.591 0.360
H 4.607 0.845 -2.554 0.409
C 1.019 5.105 -3.797 -0.411
H -0.430 -2.255 2.453 0.726
H 1.501 3.619 -7.361 0.407
H 4.062 -0.719 -0.695 0.365
H -7.574 3.965 -4.622 0.392
C 1.600 5.880 -4.800 -0.584
H 0.249 -3.476 4.540 0.538
O 3.237 -2.154 5.141 -0.657
C 1.378 4.037 -6.356 -0.642
H 1.550 -5.329 2.640 0.329
C 0.654 3.762 -4.049 0.372
H 2.279 5.943 -6.862 0.396
H -0.484 0.893 -4.287 0.685
C 2.600 -3.285 1.054 -0.621
C 0.540 -2.759 2.477 -0.549
H 2.924 -2.714 0.165 0.231
C -4.596 0.036 1.309 -0.741
C -6.867 2.714 -3.000 -0.554
C 2.023 -0.039 -0.515 -0.014
H 0.401 2.271 -5.600 0.220
C -6.727 3.682 -3.994 -0.502
C 2.650 1.724 -2.606 -0.550
C -3.560 0.787 -0.743 0.524
```

=====

No. 2
C36H37NO5P2PdS | wB97M-V/def2-TZVPD

The value obtained for the HOMO energy is -0.31188 Ha. The LUMO energy is -0.1071 eV. The calculation puts the electronic energy at -3033.846497 a.u. The relative energy (zero: lowest compared OMol25 entry of this formula, charge and spin) is 0.000 eV.

The geometry in XYZ format:
```
83
Properties=species:S:1:pos:R:3:mulliken_charge:R:1
H 2.752 3.811 3.352 0.448
H 2.468 -0.992 -3.759 0.530
C -1.210 0.385 3.333 0.673
H -1.866 2.201 -1.131 0.746
H -3.487 4.327 4.559 0.425
C -1.677 3.125 0.795 -0.389
H 1.106 1.979 3.232 0.460
O 0.907 -3.015 -1.699 -0.742
O 2.354 -2.224 0.742 -0.614
S -3.842 4.181 2.232 -0.093
H -1.525 4.149 0.444 0.506
H -1.284 -1.473 6.156 0.384
C 3.200 -2.682 -2.520 0.161
P 0.345 0.188 1.010 1.042
C 1.536 1.524 1.173 1.090
C -3.340 -3.865 -0.027 -0.711
H 4.115 4.383 1.374 0.395
O 3.353 -4.198 0.462 -0.707
C 4.111 -0.992 -1.085 -0.190
C 2.324 1.830 0.063 -0.779
H -3.487 -0.112 0.872 0.231
C 3.390 3.582 1.316 -0.704
H -3.284 -4.920 -0.262 0.447
C 0.418 -1.401 3.229 -0.943
H -5.078 -4.068 1.212 0.389
P -1.164 -0.594 -0.925 0.808
C 5.291 -0.634 -1.996 -0.999
C -1.350 0.252 -4.879 -0.581
C -0.908 -0.152 -3.626 -0.432
C -1.597 -0.038 4.593 -0.587
C -4.403 -2.037 1.126 -0.646
H -3.711 0.522 -1.828 0.444
H 4.125 -0.558 -0.089 0.734
H 4.637 0.147 -3.937 0.304
H -4.474 1.274 -4.052 0.419
N -1.031 0.776 0.133 0.566
C 1.695 2.235 2.361 -0.509
H -3.360 1.946 1.512 -0.443
C -3.473 0.883 -3.928 -0.758
H 5.148 -1.543 -4.018 0.414
H -1.577 -3.374 -1.158 0.415
O 1.470 -3.769 -3.699 -0.718
C -0.198 -0.289 2.655 0.207
C -3.135 3.635 3.797 -0.657
C -4.345 -3.386 0.803 -0.531
H -2.046 3.661 3.787 0.217
C 3.876 -2.511 -1.127 0.086
C 0.024 -1.817 4.494 -0.721
H -1.064 3.022 1.695 0.103
H -1.704 1.227 2.866 -0.371
C -2.389 -2.998 -0.542 -0.732
C 2.623 3.264 2.428 -0.786
C -3.155 2.940 1.111 -0.057
H 0.071 -0.581 -3.502 0.258
H -2.971 1.086 -6.003 0.384
H 1.180 -1.942 2.678 0.481
C -2.458 -1.640 -0.228 0.489
C 3.243 2.865 0.136 -0.784
H 3.852 3.102 -0.726 0.500
C 1.773 -3.248 -2.639 -0.026
C -1.172 2.181 -0.289 -0.652
C -1.746 -0.026 -2.525 0.275
C -3.459 -1.162 0.609 0.054
C -2.625 0.775 -5.026 -0.529
O 2.987 -0.461 -1.821 -0.210
C -0.976 -1.139 5.174 -0.761
H -0.216 2.551 -0.668 0.076
H 6.141 -1.295 -1.834 0.443
H 0.495 -2.683 4.941 0.474
C 3.226 -1.220 -3.021 -0.270
C 4.651 -0.800 -3.396 -1.106
H -0.702 0.145 -5.739 0.444
H 2.237 1.240 -0.845 0.499
C -3.041 0.472 -2.680 -0.248
H 5.618 0.391 -1.825 0.291
H -5.179 -1.667 1.784 0.437
H -2.386 0.481 5.122 0.403
H 3.811 -3.306 -3.169 0.651
H -3.740 3.039 0.193 0.380
H -3.483 2.634 4.051 0.111
C 3.140 -3.063 0.099 -0.361
Pd 0.806 -1.489 -0.347 0.404
H 4.824 -3.048 -1.135 0.649
```

=====

No. 3
C36H37NP2Tc | wB97M-V/def2-TZVPD

The value obtained for the HOMO energy (spin up / spin down) is -0.47675 / -0.46511 Ha. Its expectation value of S² is 3.789. The LUMO energy (spin up / spin down) is -7.2571 / -8.5394 eV. The calculation puts the electronic energy at -2211.489152 a.u. The total charge is +2. The spin multiplicity is 4. The relative energy (zero: lowest compared OMol25 entry of this formula, charge and spin) is 0.000 eV.

The geometry in XYZ format:
```
77
Properties=species:S:1:pos:R:3:mulliken_charge:R:1
H -4.538 -1.937 -12.630 0.409
C 0.133 -2.277 2.147 -0.958
C -6.566 -3.368 -6.920 -0.329
H -0.017 -3.540 -1.762 0.451
C -12.700 -2.673 -6.367 -0.415
C -8.025 -1.725 -0.739 -0.512
H -2.113 -3.435 -0.209 0.364
C -4.950 -2.108 -10.526 -0.358
H -7.988 -3.875 -0.896 0.436
C -0.051 -3.028 -0.795 -0.718
H -7.954 -1.724 0.345 0.434
H -8.154 -3.880 -3.370 0.252
C -5.115 -4.854 -10.976 -0.733
C -5.303 -4.350 -9.690 0.107
C -5.225 -2.970 -9.454 0.381
H -9.709 -2.002 -7.838 0.371
C 1.578 -1.962 1.690 -0.543
C -8.160 -0.521 -2.828 -0.366
H -5.513 -5.023 -8.864 0.164
H 0.257 -3.765 -0.048 0.345
C -2.794 -3.179 -7.574 -0.365
H -0.759 -3.845 -7.376 0.386
H -2.863 -3.475 -8.616 0.327
C -3.899 -2.595 -6.942 0.579
C 1.045 0.908 1.460 0.098
H -0.686 2.529 0.547 0.381
C -1.606 -3.389 -6.871 -0.724
H -2.541 -0.846 0.363 0.575
C -2.601 -2.438 -4.891 -0.239
H -8.177 0.416 -3.378 0.405
H -1.253 -0.552 2.345 0.448
C -8.088 -0.517 -1.437 -0.639
H -2.532 -2.144 -3.847 0.279
H 2.210 -2.855 1.812 0.382
P -8.276 -1.639 -5.361 0.351
C -4.748 -2.615 -11.807 -0.596
C -1.257 1.623 0.317 -1.070
H 1.287 -1.569 -1.803 0.581
C -1.634 -1.441 0.461 -0.553
P -5.481 -2.216 -7.808 0.054
H -5.192 -5.924 -11.152 0.405
C -8.132 -2.939 -2.827 0.047
C -4.836 -3.989 -12.035 -0.461
H 2.567 -0.843 0.070 0.395
H -6.328 -4.406 -7.159 0.352
H -13.730 -2.901 -6.623 0.407
C -10.990 -2.276 -4.699 -0.217
H 0.106 -2.265 3.241 0.411
H -8.065 0.426 -0.899 0.433
C -7.483 -3.161 -5.952 -0.403
H -0.149 -3.290 1.845 0.287
C -12.315 -2.563 -5.032 -0.658
H -1.966 1.434 1.133 0.283
H -1.827 1.810 -0.602 0.353
C -10.031 -2.088 -5.702 0.627
H -13.046 -2.708 -4.241 0.393
H -4.915 -1.036 -10.349 0.374
H -1.944 -2.229 -1.477 -0.056
C -3.781 -2.212 -5.596 -0.653
C 1.679 -1.438 0.275 -0.404
H 1.997 -1.195 2.351 0.519
C -1.507 -3.027 -5.528 -0.314
Tc 0.000 0.000 0.000 0.483
H -12.043 -2.554 -8.420 0.389
C 0.941 -1.878 -0.819 -0.486
H -0.583 -3.196 -4.982 0.366
H -4.692 -4.385 -13.036 0.394
C -8.187 -1.731 -3.536 0.425
H -4.619 -1.728 -5.097 0.328
C -10.433 -2.177 -7.045 -0.381
C -0.892 -1.283 1.626 0.071
H -7.931 -4.047 -5.501 0.544
H -10.700 -2.204 -3.655 0.327
N 1.641 1.443 2.296 -0.448
C -1.509 -2.575 -0.533 -0.171
C -8.045 -2.934 -1.436 -0.726
C -11.752 -2.480 -7.375 -0.679
```

=====

> Look up the electronic energy of the second one.

-3033.846497 a.u.

=====

> The lowest electronic energy belongs to which entry?

C36H37F3O3P2RuS